Run a
Below is the molecule C4H13N2S, with properties calculated with the ωB97M-V functional and the def2-TZVPD basis.

Positions of all 20 atoms, in Å:
N: -1.75 -0.37 0.88
C: -0.64 0.39 0.04
C: -0.21 -0.30 -1.17
C: 1.25 -0.10 -1.54
S: 1.82 -1.03 -3.12
C: 0.56 0.57 1.03
N: 0.22 0.81 2.39
H: -2.24 -1.06 0.43
H: -2.46 0.34 1.26
H: -1.24 -0.92 1.61
H: -1.07 1.38 -0.20
H: -0.82 -0.02 -2.07
H: -0.33 -1.41 -1.28
H: 1.88 -0.51 -0.80
H: 1.53 0.99 -1.68
H: 0.68 -1.94 -3.52
H: 1.26 -0.35 1.09
H: 1.13 1.41 0.72
H: 0.81 0.55 3.21
H: -0.38 1.56 2.71

Results
- 2S+1: 2
- Orbital gap (alpha / beta): 4.13 / 9.98 eV
- HOMO level (alpha / beta): -3.47 / -9.37 eV

Run b
Below is the molecule C4H13N2S, with properties calculated with the ωB97M-V functional and the def2-TZVPD basis.

Positions of all 20 atoms, in Å:
N: -1.49 0.28 -0.90
C: -0.26 -0.20 -0.15
C: 0.87 0.84 -0.17
S: 0.75 2.23 -1.37
C: -0.60 -0.62 1.28
N: 0.20 -1.73 1.74
C: -0.08 -3.02 1.03
H: -1.20 0.60 -1.87
H: -1.97 1.05 -0.41
H: -2.17 -0.52 -0.93
H: 0.14 -1.04 -0.71
H: 1.03 1.17 0.85
H: 1.84 0.36 -0.39
H: 1.80 3.03 -1.07
H: -0.38 0.23 1.96
H: -1.69 -0.76 1.46
H: 0.20 -1.92 2.73
H: -1.14 -3.24 0.89
H: 0.62 -3.74 1.47
H: 0.43 -2.83 0.08

Results
- 2S+1: 2
- Orbital gap (alpha / beta): 4.33 / 9.82 eV
- HOMO level (alpha / beta): -3.56 / -9.25 eV

Most stable one: run b, least stable one: run a.

Run a
Below is a cluster of 2 separate species, C4H6NOS in total, with properties calculated with the ωB97M-V functional and the def2-TZVPD basis.

Positions of all 13 atoms, in Å:
C: 0.30 0.15 -0.23
C: 1.38 1.36 -1.79
C: -0.93 -0.50 -0.78
C: 0.00 -0.49 2.03
N: 0.72 0.17 0.95
O: 2.56 1.33 -1.64
S: 0.24 1.96 -2.77
H: -1.18 -0.05 -1.74
H: -0.74 -1.57 -0.93
H: -1.79 -0.40 -0.11
H: 0.68 -0.59 2.88
H: -0.37 -1.48 1.76
H: -0.86 0.12 2.35

Results
- 2S+1: 1
- Orbital gap: 6.27 eV
- Charge: -1
- HOMO level: -2.55 eV

Run b
Below is the ion C4H6NOS with charge -1, with properties calculated with the ωB97M-V functional and the def2-TZVPD basis.

Positions of all 13 atoms, in Å:
C: 1.43 0.91 -0.16
C: 0.52 1.89 -0.02
C: -1.00 -0.12 0.77
C: -1.28 -1.28 -0.16
N: 1.28 -0.36 0.27
O: 1.80 -1.44 -0.34
S: -1.12 1.48 0.16
H: 2.27 1.23 -0.62
H: 0.65 2.90 -0.45
H: -0.59 -0.43 1.68
H: -1.77 -2.14 0.40
H: -0.31 -1.58 -0.53
H: -1.89 -1.07 -0.99

Results
- 2S+1: 1
- Orbital gap (alpha / beta): 5.78 / 5.66 eV
- Charge: -1
- HOMO level (alpha / beta): -2.20 / -2.11 eV

Most stable one: run a, least stable one: run b.

Run a
Below is a cluster of 2 separate species, H2N3O2 in total, with properties calculated with the ωB97M-V functional and the def2-TZVPD basis.

Positions of all 7 atoms, in Å:
N: 1.40 -0.10 -0.12
N: 1.36 -1.23 -0.32
N: -0.83 0.74 0.17
O: -1.77 -0.34 0.15
O: 2.05 0.93 0.05
H: -1.39 -0.91 0.82
H: -0.82 0.92 -0.75

Results
- 2S+1: 1
- Orbital gap (alpha / beta): 6.26 / 6.87 eV
- Charge: -1
- HOMO level (alpha / beta): -1.35 / -1.99 eV

Run b
Below is the ion H2N3O2 with charge -1, with properties calculated with the ωB97M-V functional and the def2-TZVPD basis.

Positions of all 7 atoms, in Å:
N: -1.29 0.37 -0.26
N: 0.23 0.89 0.13
N: 1.05 -0.09 0.01
O: 2.26 0.19 0.17
O: 0.71 -1.31 -0.24
H: -1.64 0.60 0.66
H: -1.31 -0.65 -0.48

Results
- 2S+1: 1
- SMILES string: NN=[N+]([O-])[O-]
- Orbital gap: 8.90 eV
- Charge: -1
- HOMO level: -3.80 eV

Most stable one: run b, least stable one: run a.

Run a
Below is a structure of composition C23H25N15O3Ti, with properties calculated with the ωB97M-V functional and the def2-TZVPD basis.

Positions of all 67 atoms, in Å:
Ti: 11.42 -12.20 2.53
O: 8.73 -10.19 0.17
C: 9.34 -10.66 1.11
N: 10.68 -11.03 1.09
C: 11.41 -10.61 -0.07
C: 12.82 -10.97 0.06
C: 13.68 -10.60 -0.96
C: 14.97 -11.10 -0.92
C: 15.35 -11.95 0.13
C: 14.43 -12.21 1.12
N: 13.19 -11.67 1.09
C: 8.76 -10.82 2.49
C: 7.52 -10.32 2.88
C: 7.24 -10.29 4.23
C: 8.14 -10.78 5.13
C: 9.33 -11.33 4.68
N: 9.61 -11.38 3.34
H: 11.33 -9.53 -0.26
H: 11.04 -11.13 -0.98
H: 13.36 -9.92 -1.76
H: 15.67 -10.78 -1.62
H: 16.35 -12.34 0.23
H: 14.69 -12.82 1.93
H: 6.85 -9.89 2.15
H: 6.34 -9.90 4.64
H: 7.94 -10.62 6.19
H: 10.05 -11.68 5.37
N: 10.36 -14.58 5.99
C: 11.34 -13.98 5.32
N: 10.93 -13.74 4.05
C: 9.69 -14.33 4.04
N: 9.31 -14.85 5.15
C: 8.94 -14.29 2.77
C: 7.72 -14.90 2.57
N: 7.19 -14.99 1.37
C: 7.84 -14.47 0.35
C: 8.99 -13.68 0.57
N: 9.55 -13.59 1.79
H: 10.33 -15.04 6.88
H: 12.24 -13.64 5.78
H: 7.20 -15.40 3.37
H: 7.43 -14.63 -0.63
H: 9.46 -13.18 -0.25
C: 13.60 -8.80 4.64
C: 13.10 -10.13 4.08
N: 12.02 -10.27 3.40
O: 11.32 -9.07 3.24
C: 13.77 -11.40 4.36
C: 14.93 -11.58 5.27
N: 13.25 -12.43 3.75
O: 13.73 -13.61 3.86
H: 12.76 -8.31 5.15
H: 13.96 -8.15 3.82
H: 14.45 -8.94 5.31
H: 11.08 -9.09 2.32
H: 14.63 -11.18 6.26
H: 15.81 -11.10 4.83
H: 15.16 -12.67 5.33
N: 12.57 -15.23 -1.93
N: 12.57 -14.95 -0.62
N: 13.24 -15.65 0.27
C: 12.95 -15.02 1.43
N: 12.15 -14.00 1.21
N: 11.95 -13.90 -0.11
H: 11.59 -15.42 -2.23
H: 13.16 -15.97 -2.18
H: 13.34 -15.31 2.37

Results
- 2S+1: 1
- Orbital gap (alpha / beta): 6.97 / 6.98 eV
- Charge: +2
- HOMO level (alpha / beta): -14.03 / -14.03 eV

Run b
Below is a structure of composition C23H25N15O3Ti, with properties calculated with the ωB97M-V functional and the def2-TZVPD basis.

Positions of all 67 atoms, in Å:
Ti: 0.32 -0.64 -0.45
O: 2.92 -2.07 -3.03
C: 2.29 -1.75 -2.06
N: 1.70 -0.54 -1.79
C: 2.54 0.64 -2.08
C: 3.08 1.10 -0.73
C: 4.20 1.89 -0.53
C: 4.61 2.15 0.76
C: 3.91 1.59 1.84
C: 2.76 0.89 1.55
N: 2.34 0.67 0.29
C: 2.25 -2.72 -0.89
C: 2.92 -3.93 -0.88
C: 2.98 -4.62 0.32
C: 2.31 -4.15 1.46
C: 1.53 -2.98 1.34
N: 1.53 -2.31 0.19
H: 1.91 1.39 -2.52
H: 3.33 0.33 -2.78
H: 4.77 2.30 -1.36
H: 5.53 2.67 0.91
H: 4.23 1.66 2.87
H: 2.21 0.39 2.33
H: 3.37 -4.34 -1.77
H: 3.56 -5.51 0.39
H: 2.38 -4.63 2.41
H: 0.93 -2.65 2.16
N: -2.72 -3.31 0.87
C: -1.64 -2.93 0.22
N: -1.57 -1.62 0.24
C: -2.71 -1.24 0.88
N: -3.43 -2.24 1.29
C: -3.25 0.13 1.03
C: -4.03 0.44 2.15
N: -4.68 1.62 2.23
C: -4.50 2.47 1.24
C: -3.63 2.18 0.18
N: -3.06 1.00 0.01
H: -3.11 -4.25 0.95
H: -0.95 -3.62 -0.21
H: -4.11 -0.24 2.98
H: -5.04 3.39 1.26
H: -3.47 2.96 -0.56
C: -1.34 2.84 -2.89
C: -0.98 1.57 -2.23
N: -0.22 1.44 -1.19
O: 0.22 2.63 -0.59
C: -1.28 0.20 -2.86
C: -2.20 0.04 -4.03
N: -0.74 -0.70 -2.14
O: -0.42 -1.95 -2.07
H: -1.23 3.69 -2.26
H: -2.39 2.76 -3.24
H: -0.73 2.98 -3.78
H: 0.39 2.33 0.31
H: -3.21 0.05 -3.65
H: -2.05 -0.91 -4.55
H: -2.10 0.89 -4.73
N: -1.13 3.08 3.15
N: -0.76 1.79 2.94
N: -0.97 0.81 3.79
C: -0.57 -0.22 3.07
N: -0.15 0.13 1.84
N: -0.24 1.46 1.81
H: -0.31 3.65 3.10
H: -1.53 3.13 4.08
H: -0.60 -1.26 3.41

Results
- 2S+1: 1
- Orbital gap: 7.90 eV
- Charge: +2
- HOMO level: -14.71 eV

Most stable one: run a, least stable one: run b.

Run a
Below is a cluster of 2 separate species, C4H13NO in total, with properties calculated with the ωB97M-V functional and the def2-TZVPD basis.

Positions of all 19 atoms, in Å:
C: 2.24 0.31 0.84
C: 1.13 -0.70 0.46
N: -0.18 -0.27 0.76
C: -1.33 -0.60 -0.08
C: -2.61 -0.68 0.71
H: 1.83 1.07 1.52
H: 2.63 0.73 -0.06
H: 3.01 -0.19 1.40
H: 1.20 -0.99 -0.59
H: 1.33 -1.62 1.00
H: -0.25 0.68 1.14
H: -1.36 0.14 -0.89
H: -1.07 -1.55 -0.55
H: -3.46 -0.61 0.03
H: -2.67 -1.58 1.31
H: -2.70 0.18 1.37
H: 0.85 1.24 -3.19
H: 1.01 2.60 -2.58
O: 0.39 1.86 -2.61

Results
- 2S+1: 2
- Orbital gap (alpha / beta): 12.33 / 7.63 eV
- Charge: +1
- HOMO level (alpha / beta): -15.12 / -15.12 eV

Run b
Below is a cluster of 2 separate species, C4H13NO in total, with properties calculated with the ωB97M-V functional and the def2-TZVPD basis.

Positions of all 19 atoms, in Å:
C: 0.00 -0.93 0.96
N: -0.30 0.05 -0.08
C: 0.00 -0.41 -1.45
C: -0.57 0.67 -2.52
C: -0.55 -0.48 2.36
H: -0.53 -1.81 0.67
H: 1.11 -0.91 0.91
H: -1.17 0.58 -0.07
H: 1.06 -0.49 -1.55
H: -0.69 -1.27 -1.71
H: -1.67 0.62 -2.63
H: -0.24 1.64 -2.20
H: -0.34 0.18 -3.47
H: 0.25 -0.27 3.05
H: -1.07 -1.38 2.68
H: -1.19 0.38 2.42
H: 1.36 1.70 1.14
H: 2.32 0.59 0.81
O: 2.21 1.54 0.70

Results
- 2S+1: 2
- Orbital gap (alpha / beta): 12.52 / 7.59 eV
- Charge: +1
- HOMO level (alpha / beta): -15.71 / -15.63 eV

Most stable one: run a, least stable one: run b.

Run a
Below is the molecule C4H7FS, with properties calculated with the ωB97M-V functional and the def2-TZVPD basis.

Positions of all 13 atoms, in Å:
C: 1.69 1.43 -0.33
C: 0.78 0.56 0.09
C: 1.22 -0.78 0.58
F: 0.96 -1.73 -0.44
C: -0.64 1.08 0.19
S: -1.93 -0.17 0.00
H: 1.42 2.37 -0.82
H: 2.76 1.22 -0.10
H: 0.73 -1.06 1.51
H: 2.32 -0.84 0.84
H: -0.81 1.57 1.16
H: -0.72 1.89 -0.50
H: -1.71 -0.53 -1.30

Results
- 2S+1: 1
- SMILES string: C=C(CF)CS
- Orbital gap: 9.93 eV
- HOMO level: -9.12 eV

Run b
Below is the molecule C4H7FS, with properties calculated with the ωB97M-V functional and the def2-TZVPD basis.

Positions of all 13 atoms, in Å:
F: 1.35 -2.74 0.50
C: 1.02 -1.85 -0.46
C: -0.04 -0.90 -0.17
C: -0.19 0.31 -0.65
C: -0.94 1.40 0.19
S: 0.16 1.73 1.69
H: 0.79 -2.49 -1.39
H: 1.89 -1.24 -0.88
H: -0.69 -0.93 0.68
H: -0.03 0.51 -1.68
H: -1.19 2.27 -0.46
H: -1.92 1.00 0.55
H: -0.19 2.94 2.07

Results
- 2S+1: 1
- SMILES string: FC/C=C/CS
- Orbital gap: 10.02 eV
- HOMO level: -9.22 eV

Most stable one: run a, least stable one: run b.